C11H18 | the ωB97M-V functional and the def2-TZVPD basis

Summary:
Structure (SMILES): Cc1ccccc1.CC(C)C
E_HOMO in hartree: -0.326
Energy relative to the best compared isomer or geometry (same formula, charge and spin) in kcal per mole: 44.6
Kohn-Sham gap in eV: 9.7820
LUMO energy in eV: 0.9

Structure (XYZ):
```
29
C11H18 the ωB97M-V functional and the def2-TZVPD basis
C -0.29 -1.89 -2.01
C -0.95 -0.89 -1.12
C -1.46 -1.04 0.14
C -2.49 -0.22 0.60
C -2.91 0.82 -0.17
C -2.27 1.22 -1.36
C -1.17 0.39 -1.71
H -0.90 -2.11 -2.88
H -0.27 -2.84 -1.38
H 0.73 -1.69 -2.34
H -1.05 -1.94 0.70
H -2.91 -0.62 1.53
H -3.77 1.43 0.13
H -2.71 2.04 -1.91
H -0.67 0.52 -2.65
C 0.81 1.70 1.44
C 1.43 0.33 1.12
C 1.83 0.24 -0.40
C 2.53 -0.23 2.09
H 1.64 2.37 1.69
H 0.01 1.60 2.17
H 0.28 2.11 0.54
H 0.63 -0.37 1.30
H 1.19 -0.49 -0.86
H 1.86 1.10 -1.09
H 2.78 -0.34 -0.45
H 3.14 0.58 2.50
H 1.91 -0.72 2.85
H 3.03 -1.04 1.54
```

Atom charges from the natural (NBO) analysis, given in e for atoms 1 to 4: -0.64 -0.02 -0.21 -0.22

CH4BrClOP | the ωB97M-V functional and the def2-TZVPD basis

Summary:
E_HOMO in hartree: -0.559
Energy relative to the best compared isomer or geometry (same formula, charge and spin) in kcal per mole: 36.4
Total charge: +1
Kohn-Sham gap in eV: 8.1763
LUMO energy in eV: -7.0

Structure (XYZ):
```
9
CH4BrClOP the ωB97M-V functional and the def2-TZVPD basis
C 0.73 -1.11 0.04
O -1.61 0.06 -0.03
P -0.09 0.48 -0.10
Cl 0.20 1.57 -1.70
Br 0.26 2.31 1.87
H -0.08 -1.76 -0.02
H 1.39 -0.97 0.98
H 1.53 -1.31 -0.78
H -2.32 0.73 -0.27
```

Atom charges from the natural (NBO) analysis, given in e for atoms 1 to 4: -1.01 -0.96 1.63 -0.08

C4H5NO | the ωB97M-V functional and the def2-TZVPD basis

Summary:
Structure (SMILES): C#CC(=O)NC
E_HOMO in hartree: -0.367
Energy relative to the best compared isomer or geometry (same formula, charge and spin) in kcal per mole: 38.1
Kohn-Sham gap in eV: 10.8799
LUMO energy in eV: 0.9

Structure (XYZ):
```
11
C4H5NO the ωB97M-V functional and the def2-TZVPD basis
C -0.98 1.52 2.38
C -0.52 0.74 1.58
C 0.05 -0.27 0.68
O 0.44 -1.35 1.10
N 0.09 0.11 -0.62
C 0.55 -0.81 -1.65
H -1.37 2.20 3.11
H -0.30 1.00 -0.88
H 1.27 -0.31 -2.32
H -0.28 -1.21 -2.24
H 1.05 -1.63 -1.14
```

Atom charges from the natural (NBO) analysis, given in e for atoms 1 to 4: -0.16 -0.13 0.60 -0.58

C17H9BrN4O2PtS | the ωB97M-V functional and the def2-TZVPD basis

Summary:
E_HOMO (spin up / spin down) in hartree: -0.274 / -0.274
Kohn-Sham gap (spin up / spin down) in eV: 4.7873 / 4.7863
LUMO energy (spin up / spin down) in eV: -2.7 / -2.7

Structure (XYZ):
```
35
C17H9BrN4O2PtS the ωB97M-V functional and the def2-TZVPD basis
Pt -0.83 1.49 -3.90
Br 4.95 -0.16 2.26
C 3.18 -0.83 2.43
C 2.63 -1.56 1.38
C 1.31 -1.94 1.45
C 0.54 -1.63 2.58
C 1.14 -0.99 3.67
C 2.45 -0.57 3.58
N -0.77 -2.03 2.68
N -1.58 -2.14 1.76
C -1.66 -1.57 0.55
C -2.22 -2.35 -0.47
C -2.21 -1.95 -1.78
C -1.74 -0.67 -2.16
O -1.73 -0.30 -3.37
C -1.32 0.22 -1.09
N -1.04 1.49 -1.43
C -0.76 2.37 -0.51
C -0.73 2.04 0.85
C -1.00 0.75 1.23
C -1.29 -0.22 0.25
H 3.22 -1.79 0.51
H 0.87 -2.50 0.64
H 0.56 -0.79 4.55
H 2.90 -0.01 4.39
H -2.61 -3.32 -0.20
H -2.57 -2.60 -2.56
H -0.57 3.38 -0.84
H -0.53 2.81 1.59
H -1.03 0.48 2.28
S 0.30 5.95 -3.92
C -0.14 4.45 -4.15
N -0.51 3.35 -4.37
O 1.86 0.55 -3.61
C 0.92 0.60 -4.28
```

Atom charges from the natural (NBO) analysis, given in e for atoms 1 to 4: 1.06 0.06 -0.08 -0.23

C94H202N10O14 | the ωB97M-V functional and the def2-TZVPD basis

Summary:
Structure (SMILES): CC1(C)CCCC(C)(C)N1O.CC1(C)CCCC(C)(C)N1O.CC1(C)CCCC(C)(C)N1O.CC1(C)CCCC(C)(C)N1O.CC1(C)CCCC(C)(C)N1O.CC1(C)CCCC(C)(C)N1O.CC1(C)CCCC(C)(C)N1O.CC1(C)CCCC(C)(C)N1O.CC1(C)CCCC(C)(C)N1O.CC1(C)CCCC(C)(C)N1O.OCCO.OCCO
E_HOMO in hartree: -0.282
Kohn-Sham gap in eV: 7.9551
LUMO energy in eV: 0.3

Structure (XYZ):
```
320
C94H202N10O14 the ωB97M-V functional and the def2-TZVPD basis
C -3.65 5.09 -4.47
C -4.74 4.87 -3.42
C -4.67 6.08 -2.53
C -6.05 4.68 -4.22
C -7.23 4.24 -3.35
C -6.93 2.85 -2.68
C -5.61 2.88 -1.88
C -5.84 3.49 -0.40
C -5.29 1.43 -1.58
N -4.53 3.61 -2.66
O -3.25 3.43 -2.05
H -2.64 5.15 -4.08
H -3.57 4.26 -5.17
H -3.87 6.02 -4.99
H -4.84 7.05 -3.01
H -5.43 5.94 -1.76
H -3.76 6.26 -1.95
H -6.33 5.58 -4.77
H -5.93 3.89 -4.96
H -7.55 5.00 -2.64
H -7.97 3.88 -4.07
H -6.87 2.12 -3.49
H -7.72 2.52 -2.02
H -6.33 4.47 -0.44
H -4.86 3.54 0.06
H -6.50 2.93 0.28
H -4.64 0.96 -2.32
H -6.00 0.73 -1.14
H -4.53 1.47 -0.80
H -3.37 3.98 -1.27
C 0.63 -6.49 0.81
C 0.96 -5.25 1.71
C -0.22 -4.72 2.62
C 2.05 -5.72 2.64
C 3.02 -4.57 3.05
C 3.87 -4.28 1.81
C 3.01 -4.05 0.52
C 3.40 -2.62 -0.02
C 3.39 -5.08 -0.63
N 1.56 -4.12 0.87
O 0.79 -3.77 -0.24
H 1.26 -6.62 -0.07
H 0.69 -7.34 1.49
H -0.35 -6.33 0.35
H -0.75 -5.37 3.32
H -0.06 -3.82 3.21
H -1.07 -4.33 2.05
H 1.44 -6.13 3.45
H 2.55 -6.65 2.36
H 2.44 -3.69 3.32
H 3.62 -4.73 3.95
H 4.51 -5.12 1.56
H 4.58 -3.46 1.86
H 2.90 -2.45 -0.98
H 4.47 -2.51 -0.15
H 2.96 -1.85 0.62
H 4.32 -4.81 -1.13
H 2.57 -5.01 -1.34
H 3.38 -6.07 -0.18
H 0.22 -3.07 0.07
C 0.32 -1.21 9.98
C 0.05 -2.48 9.09
C 0.14 -3.70 10.00
C -1.39 -2.54 8.53
C -1.61 -1.59 7.39
C -0.58 -1.87 6.27
C 0.92 -1.73 6.72
C 1.86 -2.31 5.68
C 1.29 -0.21 6.90
N 1.01 -2.64 7.94
O 2.29 -2.66 8.46
H 1.33 -0.82 9.87
H -0.38 -0.46 9.62
H 0.10 -1.43 11.02
H -0.50 -3.70 10.88
H -0.12 -4.63 9.49
H 1.19 -3.66 10.26
H -1.64 -3.45 7.98
H -2.11 -2.38 9.34
H -2.60 -1.65 6.92
H -1.56 -0.55 7.69
H -0.73 -1.14 5.47
H -0.90 -2.77 5.76
H 1.54 -1.85 4.75
H 1.89 -3.40 5.78
H 2.88 -1.95 5.83
H 1.14 0.37 5.99
H 2.27 -0.12 7.37
H 0.68 0.17 7.71
H 2.60 -3.56 8.37
C -1.98 5.72 6.48
C -3.02 5.97 5.39
C -3.58 7.37 5.53
C -2.28 5.99 4.05
C -1.70 4.62 3.49
C -2.94 3.75 3.31
C -3.76 3.60 4.62
C -5.13 3.05 4.12
C -3.00 2.52 5.51
N -4.07 4.93 5.24
O -4.78 4.79 6.48
H -1.42 6.64 6.64
H -2.40 5.32 7.40
H -1.24 5.01 6.11
H -4.45 7.46 4.88
H -3.90 7.55 6.56
H -2.87 8.19 5.47
H -2.99 6.26 3.26
H -1.43 6.67 4.15
H -1.07 4.63 2.61
H -0.97 4.20 4.18
H -2.46 2.81 3.03
H -3.55 4.12 2.48
H -5.73 2.71 4.97
H -5.00 2.12 3.58
H -5.84 3.69 3.61
H -3.46 1.53 5.52
H -2.98 2.92 6.53
H -1.95 2.35 5.28
H -5.64 4.78 6.06
C 4.75 -0.36 3.33
C 4.29 1.16 3.08
C 4.96 1.75 1.88
C 2.83 0.97 2.69
C 1.83 2.16 2.87
C 2.02 2.80 4.21
C 3.64 3.10 4.51
C 4.08 4.29 3.58
C 3.67 3.59 5.97
N 4.39 1.83 4.45
O 5.70 2.01 4.77
H 4.20 -0.83 4.15
H 4.58 -0.99 2.46
H 5.80 -0.42 3.62
H 4.80 1.10 1.02
H 4.86 2.76 1.48
H 6.01 1.86 2.14
H 2.88 0.82 1.61
H 2.45 0.04 3.12
H 2.09 2.83 2.05
H 0.77 1.92 2.73
H 1.70 1.98 4.85
H 1.49 3.65 4.64
H 3.83 5.23 4.06
H 3.44 4.39 2.70
H 5.13 4.12 3.32
H 2.94 4.34 6.28
H 4.57 4.03 6.41
H 3.49 2.79 6.69
H 5.89 1.26 5.34
C -6.08 -1.20 1.55
C -5.92 -2.68 2.16
C -6.78 -3.74 1.49
C -4.42 -3.10 2.03
C -3.48 -2.44 3.04
C -4.00 -2.66 4.38
C -5.42 -2.15 4.67
C -5.88 -2.73 5.93
C -5.29 -0.65 4.77
N -6.32 -2.46 3.54
O -7.66 -2.20 3.74
H -6.99 -0.64 1.78
H -5.26 -0.55 1.83
H -6.11 -1.22 0.46
H -7.69 -3.26 1.12
H -6.24 -4.03 0.58
H -7.06 -4.65 2.03
H -4.31 -4.17 1.86
H -4.04 -2.76 1.07
H -2.47 -2.72 2.74
H -3.54 -1.37 2.87
H -3.28 -2.13 5.00
H -4.09 -3.73 4.54
H -6.73 -2.31 6.48
H -5.10 -2.70 6.69
H -6.27 -3.75 5.84
H -4.58 -0.28 5.50
H -6.29 -0.24 4.96
H -5.08 -0.13 3.83
H -8.17 -2.96 3.46
C -7.65 -1.64 -3.67
C -7.56 -2.47 -4.99
C -8.22 -1.80 -6.19
C -5.99 -2.48 -5.41
C -5.19 -3.34 -4.46
C -5.80 -4.86 -4.38
C -7.29 -4.88 -4.01
C -7.77 -6.27 -4.37
C -7.41 -4.82 -2.47
N -8.05 -3.89 -4.76
O -9.43 -3.93 -4.76
H -8.14 -2.24 -2.90
H -6.78 -1.15 -3.24
H -8.29 -0.80 -3.93
H -9.30 -1.93 -6.22
H -8.08 -0.72 -6.26
H -7.91 -2.33 -7.10
H -5.90 -3.03 -6.35
H -5.52 -1.51 -5.53
H -4.17 -3.31 -4.85
H -5.16 -2.68 -3.59
H -5.14 -5.43 -3.72
H -5.65 -5.33 -5.35
H -8.80 -6.35 -4.03
H -7.24 -7.10 -3.90
H -7.65 -6.71 -5.36
H -6.90 -5.65 -1.99
H -8.49 -4.97 -2.46
H -6.97 -3.88 -2.11
H -9.59 -3.54 -3.90
C 9.98 3.45 -0.28
C 8.99 3.72 -1.32
C 8.57 5.22 -1.23
C 9.72 3.40 -2.65
C 8.93 3.30 -3.89
C 8.01 2.15 -3.71
C 7.01 2.35 -2.39
C 5.88 3.33 -2.79
C 6.35 0.87 -2.18
N 7.84 2.77 -1.21
O 7.04 2.90 -0.05
H 9.35 3.09 0.54
H 10.82 2.76 -0.31
H 10.36 4.44 -0.02
H 7.85 5.39 -0.43
H 9.34 5.99 -1.11
H 8.09 5.46 -2.18
H 10.41 4.23 -2.80
H 10.30 2.47 -2.56
H 8.39 4.20 -4.16
H 9.61 2.96 -4.67
H 8.42 1.14 -3.77
H 7.29 2.20 -4.53
H 6.26 4.35 -2.76
H 5.04 3.34 -2.09
H 5.47 3.30 -3.80
H 5.32 0.87 -1.80
H 7.04 0.24 -1.63
H 6.36 0.42 -3.17
H 7.17 2.12 0.49
C 6.70 -1.32 -7.39
C 7.26 -2.54 -6.57
C 7.83 -3.59 -7.59
C 8.55 -2.16 -5.83
C 8.19 -1.39 -4.52
C 7.34 -2.34 -3.71
C 5.94 -2.78 -4.35
C 5.59 -4.04 -3.59
C 4.89 -1.69 -4.07
N 6.13 -3.06 -5.76
O 4.88 -3.44 -6.49
H 5.88 -1.73 -7.97
H 6.25 -0.63 -6.67
H 7.52 -0.88 -7.97
H 8.86 -3.30 -7.80
H 7.93 -4.56 -7.09
H 7.23 -3.89 -8.45
H 9.07 -3.05 -5.48
H 9.19 -1.46 -6.35
H 9.13 -1.02 -4.12
H 7.51 -0.54 -4.53
H 7.13 -1.71 -2.83
H 7.86 -3.25 -3.44
H 4.58 -4.38 -3.83
H 5.56 -3.73 -2.54
H 6.27 -4.89 -3.68
H 4.90 -0.92 -4.84
H 5.08 -1.17 -3.13
H 3.91 -2.16 -4.01
H 4.36 -2.63 -6.56
C 1.99 1.80 -6.95
C 1.18 0.58 -6.30
C 1.63 0.57 -4.82
C -0.35 0.96 -6.38
C -1.19 -0.25 -5.83
C -0.82 -1.56 -6.60
C 0.72 -1.91 -6.73
C 1.33 -2.57 -5.36
C 0.90 -2.98 -7.78
N 1.37 -0.65 -7.11
O 2.63 -0.77 -7.62
H 3.06 1.76 -6.77
H 1.71 1.73 -8.00
H 1.72 2.78 -6.56
H 1.05 -0.14 -4.24
H 2.69 0.34 -4.73
H 1.72 1.60 -4.49
H -0.64 1.87 -5.86
H -0.45 1.25 -7.43
H -0.91 -0.35 -4.78
H -2.18 0.06 -6.17
H -1.17 -1.44 -7.63
H -1.40 -2.35 -6.14
H 1.06 -2.09 -4.42
H 2.40 -2.74 -5.47
H 0.99 -3.59 -5.18
H 0.19 -2.96 -8.62
H 0.78 -3.98 -7.37
H 1.95 -3.06 -8.05
H 2.58 -0.74 -8.58
O -1.12 6.84 0.82
C -0.61 6.23 -0.32
C 0.16 4.93 -0.16
O -0.86 3.88 0.16
H -1.80 6.26 1.19
H -1.50 6.05 -0.93
H -0.01 6.98 -0.85
H 0.98 4.95 0.55
H 0.59 4.72 -1.14
H -0.57 3.06 -0.26
O -1.48 1.38 -1.28
C -1.72 0.27 -0.40
C -0.48 -0.39 0.20
O 0.50 -0.63 -0.80
H -2.34 1.75 -1.51
H -2.49 0.58 0.31
H -2.18 -0.58 -0.89
H -0.78 -1.32 0.68
H -0.06 0.19 1.02
H 0.69 0.22 -1.22
```

Atom charges from the Löwdin analysis, given in e for atoms 1 to 4: -0.05 -0.52 -0.03 -0.13

C4H7Cl3NP | the ωB97M-V functional and the def2-TZVPD basis

Summary:
E_HOMO in hartree: -0.359
Energy relative to the best compared isomer or geometry (same formula, charge and spin) in kcal per mole: 0.0
Kohn-Sham gap in eV: 10.4225
LUMO energy in eV: 0.6

Structure (XYZ):
```
16
C4H7Cl3NP the ωB97M-V functional and the def2-TZVPD basis
C 0.94 0.44 0.09
C -0.24 0.79 -0.79
C 1.99 -0.06 -0.57
C -1.64 0.65 -0.23
N -3.57 -0.76 1.03
P -2.07 -0.88 0.79
Cl -2.79 0.77 -1.60
Cl -1.87 1.92 0.95
Cl -1.24 -2.35 -0.30
H 0.80 0.88 1.02
H -1.14 -0.71 1.84
H -0.26 1.77 -1.20
H -0.12 0.23 -1.61
H 1.96 -0.27 -1.57
H 2.88 -0.17 -0.02
H -3.99 -0.86 1.94
```

Atom charges from the natural (NBO) analysis, given in e for atoms 1 to 4: -0.18 -0.50 -0.36 -0.34

C14H39AgF6N2O4PSbSi3 | the ωB97M-V functional and the def2-TZVPD basis

Summary:
Multiplicity: 2
E_HOMO (spin up / spin down) in hartree: -0.212 / -0.206
Total charge: -1
Kohn-Sham gap (spin up / spin down) in eV: 8.1384 / 5.6524
LUMO energy (spin up / spin down) in eV: 2.4 / 0.0

Structure (XYZ):
```
71
C14H39AgF6N2O4PSbSi3 the ωB97M-V functional and the def2-TZVPD basis
Ag -0.60 -1.35 0.59
C 3.01 -0.58 1.59
O 1.66 -0.29 1.36
Si 0.71 0.59 2.49
C 0.89 -0.23 4.23
C 1.45 2.33 2.46
C -1.01 0.35 1.82
Si -1.55 1.67 0.65
C -0.29 2.42 -0.53
C -2.84 1.13 -0.65
C -2.34 3.20 1.48
Si -2.34 -0.22 3.03
C -1.94 -1.96 3.71
C -4.10 -0.31 2.37
C -2.38 0.92 4.50
H 3.22 -1.56 1.34
H 3.32 -0.32 2.60
H 3.58 0.02 0.85
H 1.88 -0.63 4.45
H 0.14 -1.04 4.28
H 0.66 0.48 5.03
H 1.58 2.78 3.45
H 0.68 2.94 2.00
H 2.40 2.40 1.95
H 0.38 3.15 0.01
H -0.88 2.88 -1.32
H 0.32 1.70 -1.16
H -3.27 2.09 -1.13
H -3.62 0.64 0.00
H -2.44 0.37 -1.33
H -3.17 2.90 2.19
H -2.80 3.85 0.69
H -1.66 3.79 2.07
H -1.21 -2.47 3.04
H -2.90 -2.52 3.70
H -1.52 -1.98 4.73
H -4.90 -0.80 3.00
H -4.13 -0.75 1.34
H -4.41 0.71 2.23
H -3.36 1.35 4.51
H -1.79 1.86 4.51
H -2.26 0.45 5.42
N 0.13 -2.26 -1.33
N -0.90 -3.12 -1.67
C -2.26 -3.17 -1.21
O -3.05 -3.91 -1.79
O -2.50 -2.38 -0.21
H 0.13 -1.41 -1.98
H 1.05 -2.72 -1.28
H -0.70 -3.89 -2.30
C 0.39 2.26 -4.56
P 1.08 0.73 -3.83
C 2.70 1.31 -3.31
C 1.42 -0.35 -5.28
O 0.27 0.09 -2.70
H 1.14 2.76 -5.26
H 0.00 2.90 -3.80
H -0.49 1.97 -5.14
H 3.07 2.02 -4.01
H 3.41 0.42 -3.23
H 2.62 1.73 -2.32
H 0.45 -0.47 -5.86
H 1.74 -1.33 -4.88
H 2.18 -0.05 -6.00
F 3.07 -1.41 -1.38
Sb 3.76 -3.04 -2.25
F 2.99 -4.02 -0.82
F 4.34 -4.71 -3.03
F 2.06 -3.20 -3.14
F 4.31 -1.87 -3.70
F 5.43 -2.83 -1.30
```

Atom charges from the Löwdin analysis, given in e for atoms 1 to 4: 0.98 -0.16 -0.33 0.40

Asked for E_tot across the records above, the calculation gives -11697.3440 -94995.8725 -7764.8728 -111951.5106 -144296.5127 -52606.4942 -86093.9191 eV in order.